Molecular formula: C40H120N10O15
Method: DFT, the ωB97M-V functional and the def2-TZVPD basis

Output
- ΔE to the lowest compared entry with this formula, charge and spin (kJ/mol) = 128.2
- HOMO energy (eV) = -8.587
- orbital gap (eV) = 9.033
- E_LUMO (eV) = 0.446

The geometry in ORCA input format:
```
! RIJCOSX wB97M-V def2-TZVPD def2/J DEFGRID3
* xyz 0 1
O 10.095 14.132 19.347
O 15.872 20.551 17.787
O 11.640 19.572 13.893
O 12.905 14.815 22.778
O 15.460 19.743 11.002
O 12.147 16.230 18.720
O 10.304 20.120 16.369
O 13.979 21.034 20.913
O 9.447 16.025 14.869
O 20.058 15.942 16.227
O 15.277 17.219 14.653
O 13.864 11.016 16.852
O 14.291 14.287 19.258
O 12.522 12.804 20.919
O 9.698 19.185 20.461
N 18.937 15.882 18.920
N 12.638 12.258 25.419
N 7.437 13.794 16.973
N 13.047 18.340 16.745
N 13.904 23.090 18.940
N 7.970 16.026 20.741
N 10.304 12.043 17.279
N 11.116 23.692 16.941
N 18.014 14.821 14.290
N 12.928 22.092 12.121
C 12.742 11.581 17.496
C 6.716 15.519 15.217
C 8.216 17.333 20.216
C 19.985 17.122 17.097
C 18.762 17.034 18.038
C 15.570 18.736 10.004
C 11.806 12.685 15.442
C 15.115 21.553 12.967
C 10.007 22.718 14.923
C 14.355 17.031 13.640
C 7.799 14.515 15.712
C 16.602 15.138 14.449
C 18.707 18.331 18.837
C 9.627 19.353 17.399
C 6.939 18.160 20.464
C 11.034 19.656 20.535
C 10.736 16.659 14.928
C 13.209 14.094 23.947
C 14.491 19.847 21.472
C 13.674 15.931 22.458
C 16.543 16.686 14.344
C 14.979 20.006 16.888
C 14.254 21.611 11.720
C 14.422 23.327 20.300
C 14.914 17.876 18.240
C 17.045 21.123 17.240
C 14.864 22.088 20.974
C 15.054 10.895 17.626
C 11.538 11.632 16.520
C 10.319 22.602 16.419
C 16.023 14.701 15.837
C 21.191 15.857 15.412
C 13.401 23.973 21.274
C 12.003 13.291 24.571
C 14.090 19.025 17.630
C 9.090 15.257 15.994
C 11.044 21.241 16.808
C 9.438 17.870 20.935
C 11.086 14.308 25.291
C 14.188 20.258 11.137
H 21.558 16.807 14.987
H 9.099 22.135 14.644
H 15.104 10.022 18.282
H 10.246 17.103 20.776
H 17.240 17.080 15.011
H 13.577 19.616 11.746
H 13.401 17.515 13.907
H 11.972 13.631 15.972
H 14.725 15.832 22.815
H 9.372 22.652 16.868
H 11.859 20.397 13.392
H 13.567 14.765 24.722
H 15.740 18.330 18.815
H 8.490 17.293 19.135
H 11.928 21.290 16.227
H 6.521 13.464 16.971
H 10.973 17.195 14.024
H 11.397 10.671 16.054
H 17.680 20.416 16.702
H 14.992 22.496 13.482
H 7.019 16.095 14.306
H 11.589 15.940 14.938
H 13.505 18.053 15.864
H 19.191 15.125 18.295
H 13.026 22.856 12.800
H 12.429 10.959 18.365
H 15.009 15.185 15.915
H 15.280 11.819 18.162
H 20.963 17.032 17.689
H 15.986 13.632 15.962
H 17.790 17.033 17.502
H 14.805 17.989 10.015
H 14.737 17.502 12.716
H 20.902 15.194 14.630
H 14.642 22.131 10.875
H 6.711 18.149 21.545
H 14.003 24.031 18.499
H 12.002 16.864 18.001
H 16.817 17.023 13.334
H 9.221 17.920 22.033
H 10.072 13.438 18.654
H 10.843 22.372 14.272
H 22.035 15.445 16.005
H 12.029 11.973 26.169
H 13.264 16.866 22.831
H 8.959 18.747 16.808
H 18.216 13.886 13.913
H 14.288 15.984 13.406
H 14.420 20.829 16.357
H 14.297 17.299 18.965
H 11.482 14.546 26.264
H 10.053 11.243 17.862
H 10.757 13.814 19.949
H 15.259 24.024 20.350
H 13.938 24.356 22.142
H 10.903 12.972 14.857
H 15.837 10.858 16.872
H 10.887 17.270 15.826
H 7.132 15.503 20.401
H 13.689 16.036 21.362
H 13.908 13.256 23.944
H 16.943 21.995 16.557
H 15.502 19.395 16.096
H 12.703 23.196 21.610
H 16.544 18.303 10.079
H 13.051 11.433 24.986
H 5.770 15.005 15.201
H 12.890 24.920 20.876
H 14.522 19.945 22.609
H 15.061 22.406 22.071
H 6.044 17.721 19.999
H 12.592 13.446 21.637
H 18.463 14.801 15.196
H 13.677 14.967 19.053
H 6.899 19.225 20.158
H 18.530 19.182 18.145
H 13.797 19.025 21.159
H 11.056 15.227 24.660
H 17.920 18.353 19.564
H 11.612 24.210 16.237
H 11.040 20.447 19.780
H 10.950 19.714 14.558
H 11.438 12.807 23.817
H 15.840 21.755 20.525
H 12.996 12.601 17.858
H 15.332 17.283 17.418
H 9.020 20.040 17.989
H 7.866 13.749 14.940
H 10.239 18.682 18.008
H 15.382 19.157 8.950
H 15.995 14.693 13.643
H 7.608 14.482 17.678
H 6.703 16.290 16.017
H 11.712 18.911 20.152
H 15.509 19.654 21.141
H 9.953 14.539 16.153
H 13.230 13.071 20.333
H 10.045 14.028 25.426
H 12.446 22.441 11.308
H 15.186 14.468 18.816
H 13.604 19.599 18.396
H 13.698 20.286 10.148
H 19.670 18.402 19.436
H 8.748 15.473 20.356
H 16.134 21.222 12.781
H 9.543 12.189 16.631
H 11.374 15.643 18.684
H 17.628 21.443 18.068
H 8.983 15.888 16.893
H 14.605 22.514 18.446
H 11.294 21.193 17.861
H 19.923 17.959 16.410
H 14.626 20.743 13.562
H 12.308 19.058 16.521
H 11.715 23.543 17.758
H 11.302 19.936 21.561
H 9.946 23.739 14.604
H 19.629 15.968 19.627
H 12.633 12.473 14.779
H 16.727 15.106 16.565
*
```

These are the Löwdin partial charges, in e, on atoms 1 to 99: number 1, O, carries -0.078; number 2, O, carries -0.203; number 3, O, carries -0.089; number 4, O, carries -0.211; number 5, O, carries -0.184; number 6, O, carries -0.075; number 7, O, carries -0.242; number 8, O, carries -0.194; number 9, O, carries -0.183; number 10, O, carries -0.261; number 11, O, carries -0.229; number 12, O, carries -0.192; number 13, O, carries -0.074; number 14, O, carries -0.059; number 15, O, carries -0.213; number 16, N, carries 0.051; number 17, N, carries 0.021; number 18, N, carries 0.065; number 19, N, carries 0.087; number 20, N, carries 0.063; number 21, N, carries 0.025; number 22, N, carries 0.038; number 23, N, carries 0.040; number 24, N, carries 0.040; number 25, N, carries 0.054; number 26, C, carries -0.203; number 27, C, carries -0.051; number 28, C, carries -0.477; number 29, C, carries -0.152; number 30, C, carries -0.436; number 31, C, carries -0.097; number 32, C, carries -0.062; number 33, C, carries -0.036; number 34, C, carries -0.049; number 35, C, carries -0.099; number 36, C, carries -0.406; number 37, C, carries -0.397; number 38, C, carries -0.065; number 39, C, carries -0.055; number 40, C, carries -0.062; number 41, C, carries -0.093; number 42, C, carries -0.083; number 43, C, carries -0.198; number 44, C, carries -0.100; number 45, C, carries -0.095; number 46, C, carries -0.186; number 47, C, carries -0.230; number 48, C, carries -0.447; number 49, C, carries -0.449; number 50, C, carries -0.035; number 51, C, carries -0.108; number 52, C, carries -0.280; number 53, C, carries -0.095; number 54, C, carries -0.375; number 55, C, carries -0.405; number 56, C, carries -0.031; number 57, C, carries -0.126; number 58, C, carries -0.067; number 59, C, carries -0.391; number 60, C, carries -0.358; number 61, C, carries -0.228; number 62, C, carries -0.180; number 63, C, carries -0.200; number 64, C, carries -0.052; number 65, C, carries -0.275; number 66, H, carries 0.093; number 67, H, carries 0.097; number 68, H, carries 0.088; number 69, H, carries 0.129; number 70, H, carries 0.093; number 71, H, carries 0.112; number 72, H, carries 0.074; number 73, H, carries 0.063; number 74, H, carries 0.108; number 75, H, carries 0.106; number 76, H, carries 0.015; number 77, H, carries 0.122; number 78, H, carries 0.059; number 79, H, carries 0.124; number 80, H, carries 0.091; number 81, H, carries 0.044; number 82, H, carries 0.066; number 83, H, carries 0.126; number 84, H, carries 0.075; number 85, H, carries 0.071; number 86, H, carries 0.089; number 87, H, carries 0.084; number 88, H, carries 0.053; number 89, H, carries 0.065; number 90, H, carries 0.079; number 91, H, carries 0.132; number 92, H, carries 0.092; number 93, H, carries 0.072; number 94, H, carries 0.150; number 95, H, carries 0.062; number 96, H, carries 0.118; number 97, H, carries 0.071; number 98, H, carries 0.087; number 99, H, carries 0.069